DFT (the ωB97M-V functional and the def2-TZVPD basis) results for a molecular structure, C10H14AlN2P at a distorted geometry.

Geometry as XYZ:
```
28
Properties=species:S:1:pos:R:3:nbo_charge:R:1
C -0.4292 -1.6551 -1.9397 -1.021
C -0.8076 -0.6610 -2.8962 -0.453
C 0.0855 0.3927 -3.2833 -0.398
C 1.3357 0.4934 -2.5789 -0.500
C 1.7238 -0.4685 -1.5985 -1.048
Al -0.1992 0.3515 -1.3880 1.536
P 1.2680 -2.1930 -1.5581 0.992
H -1.2096 -2.3675 -1.6456 0.230
H -1.7917 -0.7018 -3.3669 0.246
H -0.1804 1.1076 -4.0575 0.257
H 2.5948 -0.2308 -0.9620 0.231
H 1.9839 1.3355 -2.8252 0.239
H 2.2271 -2.5645 -0.5069 -0.223
H 1.7050 -2.9642 -2.6313 -0.019
H 0.7182 -2.8371 -0.3960 -0.143
N -1.0836 1.4412 4.4017 -0.769
C -0.8367 1.1250 3.1083 0.240
C 0.4473 0.6713 2.7220 -0.300
C 0.6923 0.4227 1.3843 0.085
N -0.2691 0.6322 0.4358 -0.691
C -1.5392 1.0067 0.8064 0.093
C -1.8481 1.2560 2.1276 -0.315
H -0.3549 1.3722 5.1018 0.404
H -1.9909 1.7833 4.6803 0.401
H 1.2360 0.5331 3.4586 0.228
H 1.6440 0.0543 1.0014 0.244
H -2.2665 1.0950 -0.0078 0.225
H -2.8548 1.5698 2.4136 0.227
```

Properties
- molar mass (Da) = 220.19
- LUMO energy (spin up / spin down) (eV) = 0.003 / -0.018
- charge = 0
- HOMO-LUMO gap (spin up / spin down) (eV) = 3.9 / 3.9
- total energy (eV) = -29454.981
- maximum force (eV/A) = 4.16